No. 1
Computed, not measured: a single C7H17NO molecule, with ωB97M-V/def2-TZVPD.

Element x y z (Å)
C  0.50  0.70  -0.41
C  -1.37  -1.15  0.14
C  0.41  -0.74  -0.04
C  2.27  0.53  -0.88
C  0.40  1.74  0.69
C  -2.38  -0.15  0.64
C  1.12  -1.26  1.20
N  -0.23  1.08  -1.56
O  -1.74  -1.58  -1.19
H  -2.66  -1.89  -1.17
H  -1.39  -2.04  0.78
H  0.60  -1.39  -0.90
H  -0.46  0.31  -2.18
H  -0.09  2.02  -1.87
H  -0.65  1.97  0.92
H  2.67  1.55  -0.90
H  2.27  0.15  -1.91
H  2.99  -0.03  -0.28
H  0.89  1.42  1.61
H  0.86  2.68  0.38
H  -3.39  -0.59  0.70
H  -2.48  0.71  -0.04
H  -2.11  0.23  1.63
H  0.45  -1.72  1.92
H  1.68  -0.54  1.80
H  1.85  -2.02  0.91

Values from the calculation:
energy above the lowest of the compared OMol25 structures with the same formula, charge and spin = 259.70 kJ/mol
2S+1 = 1
highest occupied orbital energy = -8.0 eV
lowest unoccupied orbital energy = 0.9 eV

---

No. 2
Computed, not measured: a 2-piece molecular cluster, C7H17NO overall, with ωB97M-V/def2-TZVPD.

Element x y z (Å)
C  1.87  1.21  -0.20
C  0.81  2.30  -0.02
C  1.84  0.22  0.95
O  1.68  0.49  -1.40
H  1.57  1.12  -2.12
H  2.87  1.69  -0.24
H  1.03  2.88  0.88
H  -0.16  1.84  0.07
H  0.81  2.98  -0.87
H  0.86  -0.22  1.03
H  2.08  0.73  1.88
H  2.57  -0.57  0.78
C  -2.66  0.00  0.82
C  0.07  -2.55  -0.36
C  -1.58  -0.66  0.01
N  -1.14  0.12  -1.05
C  -1.03  -1.82  0.37
H  -1.88  0.58  -1.57
H  -0.45  -0.32  -1.65
H  -1.41  -2.31  1.25
H  -3.02  -0.66  1.60
H  -3.50  0.27  0.18
H  -2.29  0.91  1.28
H  0.70  -3.07  0.36
H  -0.35  -3.29  -1.04
H  0.70  -1.87  -0.92

Values from the calculation:
energy above the lowest of the compared OMol25 structures with the same formula, charge and spin = 114.82 kJ/mol
2S+1 = 1
highest occupied orbital energy = -7.8 eV
lowest unoccupied orbital energy = 0.9 eV

---

No. 3
Computed, not measured: a single C7H17NO5S molecule, with ωB97M-V/def2-TZVPD.

Element x y z (Å)
C  0.60  -2.81  0.77
C  -0.87  1.56  -1.50
C  0.65  -1.28  0.96
C  -1.13  1.36  1.04
C  -2.02  -0.45  -0.33
C  -0.91  0.65  -0.26
C  0.68  -0.27  -0.06
N  1.13  -0.54  -1.35
O  1.96  2.16  -0.17
O  3.27  0.19  0.12
O  1.96  1.00  1.96
O  -2.45  1.82  1.14
O  -1.90  -1.17  -1.55
S  1.87  0.94  0.56
H  0.43  -3.29  1.77
H  1.44  -3.27  0.27
H  -0.43  -3.22  0.34
H  -0.89  0.96  -2.36
H  -0.06  2.37  -1.63
H  -1.77  2.20  -1.40
H  1.50  -1.12  1.48
H  -0.19  -1.13  1.73
H  -0.90  0.68  1.89
H  -0.57  2.28  1.04
H  -2.95  -0.06  -0.34
H  -2.08  -1.06  0.56
H  1.37  0.35  -1.85
H  2.09  -0.94  -1.30
H  3.67  0.84  -0.44
H  -2.55  2.66  0.70
H  -0.98  -1.44  -1.77

Values from the calculation:
energy above the lowest of the compared OMol25 structures with the same formula, charge and spin = 223.05 kJ/mol
2S+1 = 1
highest occupied orbital energy = -9.9 eV
lowest unoccupied orbital energy = 0.3 eV

---

No. 4
Computed, not measured: a 2-piece molecular cluster, C7H17O4 overall, with ωB97M-V/def2-TZVPD.

Element x y z (Å)
O  4.00  0.25  -0.70
C  4.36  -0.54  0.40
C  3.52  -1.79  0.57
O  3.70  -2.64  -0.54
C  2.92  -3.81  -0.46
H  4.31  0.04  1.34
H  5.41  -0.83  0.26
H  2.45  -1.52  0.68
H  3.83  -2.30  1.50
H  3.13  -4.41  -1.36
H  3.18  -4.40  0.43
H  1.84  -3.57  -0.43
C  0.56  1.82  -0.64
O  -0.11  1.24  0.38
C  -1.46  1.66  0.54
C  -2.07  0.96  1.73
O  -2.24  -0.40  1.44
C  -2.99  -1.09  2.41
H  0.56  1.24  -1.57
H  1.20  2.68  -0.41
H  3.06  0.60  -0.59
H  -2.03  1.43  -0.37
H  -1.49  2.75  0.71
H  -3.05  1.43  1.94
H  -1.43  1.10  2.62
H  -4.03  -0.72  2.44
H  -3.00  -2.15  2.13
H  -2.55  -0.98  3.41

Values from the calculation:
energy above the lowest of the compared OMol25 structures with the same formula, charge and spin = 6.76 kJ/mol
2S+1 = 2
highest occupied orbital energy (alpha / beta) = -8.3 / -9.7 eV
lowest unoccupied orbital energy (alpha / beta) = 0.9 / 0.1 eV

---

No. 5
Computed, not measured: a 2-piece molecular cluster, C7H17PS overall, with ωB97M-V/def2-TZVPD.

Element x y z (Å)
C  -1.90  1.45  -0.81
C  -0.84  1.41  1.35
C  0.58  1.56  -0.80
C  1.70  -2.55  -0.85
C  1.70  -0.97  1.24
C  -0.67  0.96  -0.14
C  1.10  -1.44  -0.05
P  -0.63  -0.86  -0.30
S  -3.77  -1.39  0.28
H  -2.88  1.04  -0.32
H  -1.88  2.58  -0.73
H  -1.79  1.24  -1.90
H  0.04  1.22  1.94
H  -1.60  0.82  1.73
H  -1.00  2.45  1.30
H  1.42  1.37  -0.21
H  0.65  1.15  -1.81
H  0.45  2.73  -0.91
H  1.94  -3.56  -0.32
H  1.18  -2.97  -1.82
H  2.63  -2.07  -1.32
H  1.06  -1.44  2.09
H  1.60  0.12  1.38
H  2.72  -1.35  1.42
H  -0.65  -1.16  -1.58
H  -4.18  -1.39  1.51

Values from the calculation:
energy above the lowest of the compared OMol25 structures with the same formula, charge and spin = 397.08 kJ/mol
2S+1 = 1
highest occupied orbital energy (alpha / beta) = -8.4 / -7.1 eV
lowest unoccupied orbital energy (alpha / beta) = 0.0 / -1.6 eV

---

No. 6
Computed, not measured: a 2-piece molecular cluster, C7H18 overall, with ωB97M-V/def2-TZVPD.

Element x y z (Å)
C  1.02  -0.61  -2.40
C  -1.36  2.28  -1.30
C  -0.28  1.22  -1.20
C  -0.16  0.33  -2.43
H  1.97  -0.08  -2.32
H  1.07  -1.18  -3.33
H  0.97  -1.32  -1.57
H  -1.40  2.93  -0.42
H  -2.37  1.90  -1.43
H  -1.17  2.95  -2.14
H  -0.42  0.61  -0.30
H  0.69  1.71  -1.04
H  -1.11  -0.19  -2.59
H  -0.10  0.99  -3.31
C  -0.38  -2.00  1.78
C  0.09  -1.15  2.95
C  1.03  -0.02  2.54
H  -1.01  -1.40  1.11
H  -1.02  -2.81  2.14
H  0.43  -2.42  1.20
H  0.62  -1.78  3.67
H  -0.78  -0.74  3.46
H  1.27  0.59  3.41
H  1.96  -0.42  2.14
H  0.60  0.64  1.79

Values from the calculation:
energy above the lowest of the compared OMol25 structures with the same formula, charge and spin = 4.63 kJ/mol
2S+1 = 1
highest occupied orbital energy = -11.2 eV
lowest unoccupied orbital energy = 1.1 eV